2 unconnected molecules or ions with the total composition C6H11INP, computed with the ωB97M-V functional and the def2-TZVPD basis.

Last column: natural (NBO) charge in e.
Geometry (Å):
C 0.75 0.90 1.63  -0.144
C 1.43 0.24 0.66  -0.203
C 0.12 -1.00 -0.94  0.490
C 0.78 2.33 2.05  -0.649
C -0.89 -0.59 -3.15  -0.414
C 1.07 -1.14 0.21  -0.550
N 0.17 -0.71 -2.11  -0.417
P -2.55 -1.46 -0.25  -0.130
I -1.92 -2.94 1.59  -0.154
H -0.13 0.54 2.13  0.192
H 2.25 0.77 0.37  0.201
H -0.21 2.90 1.83  0.226
H 1.58 2.99 1.61  0.211
H 0.88 2.35 3.15  0.221
H -1.84 -0.82 -2.74  0.214
H -0.83 -1.27 -3.94  0.219
H -0.88 0.44 -3.47  0.216
H 1.88 -1.72 -0.02  0.244
H 0.66 -1.64 1.10  0.267
H -2.33 -0.18 0.28  -0.041

Its spin multiplicity is 1. The net charge is 0.

A gas-phase ion, C22H30N7O5 (charge +1), computed with the ωB97M-V functional and the def2-TZVPD basis.

Last column: natural (NBO) charge in e.
Geometry (Å):
C 5.30 1.16 0.52  -0.248
H 5.33 1.47 -0.52  0.182
O 4.08 0.49 0.83  -0.576
C 2.92 1.29 0.69  0.307
C 2.50 1.71 -0.56  -0.306
C 1.32 2.43 -0.66  -0.153
C 0.56 2.73 0.46  0.006
C 1.01 2.30 1.71  -0.164
C 2.19 1.58 1.83  -0.263
H 2.53 1.24 2.79  0.232
H 0.44 2.53 2.59  0.219
C -0.72 3.49 0.33  -0.435
H -1.11 3.74 1.32  0.213
H -0.54 4.41 -0.22  0.226
C -1.81 2.69 -0.43  -0.123
N -3.05 3.43 -0.60  -0.843
H -2.97 4.11 -1.34  0.382
H -3.30 3.91 0.25  0.367
C -2.08 1.34 0.26  0.698
O -1.19 0.66 0.73  -0.693
N -3.39 1.05 0.27  -0.616
C -4.04 -0.19 0.62  -0.080
C -4.23 -1.17 -0.56  0.061
H -5.16 -1.74 -0.40  0.194
C -4.27 -0.55 -1.97  -0.077
O -3.09 0.13 -2.30  -0.748
H -2.35 -0.47 -2.12  0.500
H -5.09 0.18 -2.02  0.189
H -4.47 -1.36 -2.68  0.183
O -3.13 -2.08 -0.51  -0.512
C -2.63 -2.17 0.78  0.252
N -1.18 -2.11 0.73  -0.360
C -0.38 -1.68 -0.27  0.424
N -0.66 -1.20 -1.47  -0.458
C 0.38 -0.90 -2.21  0.274
N 1.66 -1.08 -1.89  -0.484
C 1.96 -1.57 -0.70  0.382
C 0.96 -1.87 0.20  0.003
N 0.91 -2.38 1.47  -0.470
C -0.35 -2.50 1.74  0.272
H -0.72 -2.88 2.67  0.214
N 3.38 -1.75 -0.42  -0.414
H 3.71 -0.87 0.09  0.489
C 4.18 -1.85 -1.65  -0.420
H 3.93 -2.77 -2.19  0.231
H 5.24 -1.86 -1.40  0.224
H 3.96 -1.01 -2.30  0.253
C 3.64 -2.89 0.48  -0.432
H 4.69 -2.91 0.75  0.225
H 3.03 -2.79 1.38  0.272
H 3.38 -3.82 -0.02  0.224
H 0.19 -0.49 -3.19  0.199
C -3.27 -1.04 1.64  0.060
O -4.21 -1.57 2.55  -0.708
H -3.77 -1.89 3.35  0.481
H -2.50 -0.46 2.15  0.216
H -2.89 -3.15 1.22  0.191
H -5.02 0.06 1.05  0.241
H -3.94 1.72 -0.25  0.443
H -1.44 2.42 -1.42  0.223
H 0.99 2.76 -1.64  0.208
H 3.07 1.49 -1.44  0.221
H 6.10 0.45 0.73  0.200
H 5.42 2.04 1.16  0.204

As for the SMILES: COc1ccc(C[C@H](N)C(=O)N[C@@H]2[C@@H](O)[C@H](n3cnc4c([NH+](C)C)ncnc43)O[C@@H]2CO)cc1. Its spin multiplicity is 1. The net charge is +1.

A single C5H6ClNO2 molecule, computed with the ωB97M-V functional and the def2-TZVPD basis.

Last column: natural (NBO) charge in e.
Geometry (Å):
C -1.24 -0.71 0.45  0.120
C 0.83 0.48 0.95  0.845
C -2.58 -0.41 0.36  0.034
C -0.69 -1.71 -0.57  -0.649
C 2.31 1.15 -0.51  -0.279
N -0.40 0.01 1.19  -0.434
O 1.74 0.10 1.68  -0.618
O 0.93 1.27 -0.11  -0.495
Cl -3.82 -0.23 1.40  0.181
H -1.35 -1.80 -1.49  0.238
H -0.83 -2.71 -0.16  0.235
H 0.28 -1.43 -0.78  0.226
H 2.70 1.97 -1.09  0.191
H 2.46 0.29 -1.08  0.176
H 2.90 1.18 0.42  0.229

Its spin multiplicity is 1. The net charge is 0.

13 unconnected molecules or ions with the total composition C63H53Cl9N10O20, computed with the ωB97M-V functional and the def2-TZVPD basis.

Last column: Mulliken charge in e.
Geometry (Å):
C -31.12 -5.47 14.00  0.172
Cl -32.34 -4.83 15.13  -0.159
Cl -29.43 -5.21 14.53  -0.087
Cl -31.37 -4.84 12.35  -0.062
H -31.35 -6.53 13.95  0.153
C -25.19 -7.91 2.48  1.049
Cl -24.59 -6.53 1.56  -0.141
Cl -23.90 -9.09 2.80  -0.134
Cl -26.54 -8.66 1.61  -0.133
H -25.49 -7.62 3.47  -0.625
C -25.48 -3.85 8.53  0.532
Cl -27.07 -3.80 7.69  0.001
Cl -25.28 -2.43 9.55  -0.130
Cl -24.11 -4.07 7.38  -0.142
H -25.53 -4.69 9.20  -0.319
C -37.34 -8.66 11.94  -0.631
C -36.94 -7.40 12.45  -0.377
C -35.79 -6.85 11.97  -0.717
C -35.09 -7.50 10.98  0.586
C -35.41 -8.78 10.47  -0.540
C -36.55 -9.32 11.05  -0.446
N -33.87 -6.92 10.40  0.981
O -33.05 -7.69 9.95  -0.324
O -33.75 -5.71 10.46  -0.612
H -38.18 -9.20 12.31  0.391
H -37.59 -6.94 13.23  0.340
H -35.41 -5.94 12.35  0.562
H -34.87 -9.21 9.67  0.496
H -36.85 -10.35 10.76  0.332
C -29.61 -6.21 9.60  1.036
C -30.14 -6.35 8.34  -0.538
C -29.30 -6.70 7.29  -1.505
C -28.01 -7.14 7.69  0.782
C -27.55 -7.05 9.00  0.433
C -28.36 -6.55 9.95  -1.816
N -27.06 -7.37 6.64  1.420
O -27.51 -7.76 5.56  -0.468
O -25.87 -7.22 6.91  -0.460
H -30.25 -5.87 10.45  -0.909
H -31.15 -6.10 8.12  0.638
H -29.65 -6.59 6.29  0.802
H -26.54 -7.30 9.21  0.038
H -28.03 -6.52 11.01  0.572
C -28.94 -1.70 11.04  -0.404
C -28.21 -0.52 11.07  -0.529
C -28.19 0.36 10.01  -0.731
C -29.04 0.05 8.93  0.020
C -29.76 -1.11 8.83  -0.204
C -29.74 -2.00 9.95  -0.342
N -29.20 0.97 7.80  1.042
O -30.33 1.03 7.32  -0.569
O -28.31 1.72 7.42  -0.613
H -28.95 -2.25 11.96  0.512
H -27.55 -0.31 11.91  0.413
H -27.52 1.20 10.12  0.440
H -30.50 -1.23 8.08  0.625
H -30.39 -2.86 9.91  0.337
C -30.29 -11.51 9.80  -0.374
C -29.30 -11.99 10.64  -0.451
C -28.91 -11.25 11.76  -0.702
C -29.59 -10.06 11.98  -0.064
C -30.68 -9.61 11.20  -0.394
C -31.08 -10.43 10.14  -0.743
N -29.12 -9.15 13.05  1.038
O -29.76 -8.15 13.30  -0.537
O -28.09 -9.46 13.60  -0.643
H -30.49 -11.99 8.79  0.288
H -28.69 -12.83 10.31  0.397
H -28.14 -11.51 12.52  0.426
H -31.12 -8.67 11.32  1.088
H -31.87 -10.18 9.53  0.634
C -20.46 -9.64 8.05  -0.439
C -21.07 -10.19 9.13  -0.227
C -22.17 -9.57 9.70  -0.194
C -22.69 -8.40 9.17  0.017
C -22.05 -7.82 8.08  -0.277
C -21.05 -8.53 7.42  -0.820
N -23.79 -7.67 9.86  1.163
O -23.82 -6.46 9.77  -0.599
O -24.57 -8.33 10.51  -0.432
H -19.53 -10.10 7.63  0.346
H -20.75 -11.15 9.52  0.394
H -22.74 -9.96 10.59  0.256
H -22.39 -6.80 7.71  0.327
H -20.48 -8.13 6.60  0.481
C -23.73 -8.47 13.61  -0.661
C -22.91 -7.31 13.65  -0.468
C -23.39 -6.02 13.58  -0.580
C -24.79 -5.94 13.54  0.080
C -25.64 -7.04 13.53  -0.119
C -25.12 -8.33 13.55  -0.238
N -25.36 -4.50 13.57  0.975
O -26.61 -4.37 13.56  -0.533
O -24.63 -3.53 13.59  -0.590
H -23.37 -9.49 13.70  0.427
H -21.86 -7.40 13.67  0.431
H -22.68 -5.14 13.61  0.374
H -26.69 -6.80 13.50  0.408
H -25.74 -9.21 13.54  0.449
C -31.69 -6.78 4.05  -0.401
C -30.90 -7.96 4.07  -0.607
C -31.07 -8.82 5.14  -0.442
C -32.13 -8.63 5.98  0.511
C -32.93 -7.52 6.01  -0.442
C -32.73 -6.62 4.98  -0.757
N -32.36 -9.69 7.05  0.862
O -33.33 -9.50 7.73  -0.565
O -31.57 -10.60 7.16  -0.591
H -31.39 -5.97 3.34  0.387
H -30.17 -8.16 3.27  0.432
H -30.51 -9.73 5.17  0.498
H -33.67 -7.36 6.77  0.559
H -33.22 -5.71 4.98  0.537
C -28.20 0.40 3.36  -0.576
C -27.81 -0.06 4.67  -0.420
C -28.43 -1.22 5.07  0.412
C -29.36 -1.88 4.30  -0.090
C -29.73 -1.47 3.06  -0.483
C -29.08 -0.34 2.58  -0.505
N -29.86 -3.18 4.98  0.985
O -30.50 -3.92 4.29  -0.550
O -29.52 -3.41 6.10  -0.435
H -27.65 1.32 2.96  0.278
H -27.03 0.50 5.19  0.453
H -28.21 -1.65 6.06  0.181
H -30.57 -1.93 2.44  0.335
H -29.31 0.00 1.56  0.405
C -27.34 -10.39 7.39  0.061
C -27.35 -11.00 6.15  -0.111
C -26.14 -11.27 5.54  -0.551
C -24.99 -11.02 6.22  0.042
C -24.95 -10.54 7.54  -0.797
C -26.17 -10.26 8.09  -0.207
N -23.68 -11.21 5.54  0.898
O -22.77 -10.60 6.11  -0.454
O -23.55 -11.85 4.52  -0.580
H -28.27 -10.14 8.00  0.182
H -28.28 -11.17 5.54  0.233
H -26.07 -11.70 4.55  0.556
H -23.98 -10.49 8.07  0.351
H -26.20 -9.86 9.11  0.443
C -26.40 -3.42 3.49  -0.847
C -26.81 -4.68 3.92  -0.100
C -27.55 -5.46 3.04  0.897
C -27.82 -4.92 1.78  -0.541
C -27.54 -3.65 1.36  -0.867
C -26.82 -2.88 2.27  -0.619
N -28.66 -5.71 0.96  1.054
O -28.73 -5.40 -0.25  -0.662
O -29.42 -6.51 1.50  -0.533
H -25.77 -2.79 4.07  0.478
H -26.43 -5.08 4.86  0.180
H -28.01 -6.46 3.32  0.322
H -27.79 -3.33 0.37  0.660
H -26.42 -1.94 2.04  0.587

Its spin multiplicity is 1. The net charge is 0.

2 unconnected molecules or ions with the total composition C2HCl2NO3, computed with the ωB97M-V functional and the def2-TZVPD basis.

Last column: natural (NBO) charge in e.
Geometry (Å):
C -2.11 0.23 -0.29  1.011
C 0.71 0.68 -0.58  -0.108
N 0.87 -0.06 -1.74  0.102
O 0.30 -1.14 -1.74  -0.239
O -1.97 -0.29 0.73  -0.512
O -2.30 0.65 -1.35  -0.496
Cl 2.37 0.37 0.22  -0.028
Cl 0.65 2.39 -0.74  0.062
H 0.05 0.34 0.10  0.207

As for the SMILES: O=NC(Cl)Cl.O=C=O. Its spin multiplicity is 1. The net charge is 0.

no.,maximum force (eV Å⁻¹),E_tot (eV)
1,4.2,-25276.28403
2,1.2,-43963.79372
3,3.9,-23384.91721
4,3.6,-234714.71564
5,4.6,-34765.05204